# 1
# C34H65BF3N9O2P

9 unconnected molecules or ions with the total composition C34H65BF3N9O2P (ωB97M-V/def2-TZVPD, the OMol25 dataset).

```
115
Properties=species:S:1:pos:R:3:forces:R:3
N -3.576 -1.123 -1.977 0.25 0.44 -0.55
B -3.919 -0.016 -2.983 -1.17 -0.78 1.04
O -5.332 0.344 -3.299 1.04 0.93 2.33
P -2.496 0.915 -3.866 -0.40 0.37 -0.91
C -1.224 1.932 -4.928 -0.50 -1.03 -2.72
O 0.003 2.276 -4.199 -0.51 5.00 2.62
C -0.161 3.435 -3.314 -0.16 -1.96 0.56
F -1.536 3.967 -3.202 4.80 -1.31 -0.47
F 0.222 2.988 -1.922 -0.87 1.81 -4.35
F 0.772 4.563 -3.672 -2.97 -3.30 1.24
H -3.272 -0.720 -1.056 -0.47 -0.56 -1.17
H -2.733 -1.652 -2.339 -1.04 1.15 0.72
H -5.632 1.134 -2.732 0.84 -1.80 -1.48
H -1.849 1.294 -2.631 0.40 0.31 0.66
H -3.321 2.124 -3.865 -0.62 0.52 0.04
H -3.071 0.485 -5.143 -0.35 0.38 -0.59
H -1.633 -0.237 -3.921 0.23 -0.11 -0.26
H -0.893 1.174 -5.789 -0.29 1.67 1.86
H -1.749 2.822 -5.477 1.16 -1.17 1.17
C -7.228 -2.456 -1.460 0.05 0.06 -0.06
C -7.524 -3.931 -1.212 0.08 0.25 -0.35
C -7.646 -4.271 0.275 1.09 0.17 0.26
C -6.340 -3.952 0.984 7.22 1.70 4.26
N -5.256 -3.687 1.571 -8.66 -2.15 -4.68
H -6.267 -2.158 -1.030 -0.08 -0.03 -0.14
H -7.178 -2.254 -2.535 0.04 0.05 0.21
H -8.011 -1.821 -1.030 0.05 -0.06 -0.04
H -6.729 -4.534 -1.667 -0.14 0.02 0.15
H -8.459 -4.197 -1.717 0.04 -0.12 0.16
H -7.872 -5.336 0.400 0.16 0.15 0.18
H -8.456 -3.696 0.736 0.23 -0.01 0.05
C -5.474 0.943 -8.447 -0.05 0.14 0.01
C -5.205 -0.388 -9.143 -0.09 0.36 -0.14
C -4.641 -1.451 -8.198 1.00 0.54 0.33
C -3.319 -0.974 -7.619 7.51 2.29 3.24
N -2.222 -0.578 -7.139 -8.69 -3.30 -4.16
H -4.554 1.385 -8.052 -0.12 -0.14 0.06
H -5.902 1.661 -9.153 0.00 -0.09 0.08
H -6.180 0.816 -7.618 0.16 0.06 -0.08
H -4.507 -0.220 -9.972 -0.07 -0.15 0.11
H -6.140 -0.756 -9.578 0.13 -0.11 0.05
H -4.479 -2.388 -8.740 0.15 0.10 0.19
H -5.342 -1.649 -7.379 0.22 0.09 0.02
C 2.679 -2.543 -4.529 0.16 -0.08 -0.05
C 1.461 -2.724 -5.429 0.27 -0.14 0.15
C 0.370 -1.682 -5.173 -0.26 -0.45 1.03
C -0.115 -1.790 -3.736 -2.87 -0.39 7.96
N -0.518 -1.880 -2.545 3.69 0.13 -9.15
H 2.422 -2.666 -3.472 -0.02 0.04 -0.19
H 3.442 -3.290 -4.767 -0.07 0.12 0.09
H 3.121 -1.549 -4.663 -0.07 -0.07 0.02
H 1.055 -3.732 -5.278 -0.01 0.16 -0.06
H 1.779 -2.659 -6.476 -0.16 0.05 0.05
H -0.474 -1.847 -5.851 -0.02 0.22 0.32
H 0.755 -0.672 -5.348 -0.20 -0.07 0.21
C 2.684 -4.039 1.016 -0.24 0.07 0.09
C 4.155 -3.636 0.997 -0.22 -0.34 0.13
C 4.568 -2.952 -0.307 -0.18 -0.80 -0.69
C 4.349 -3.899 -1.476 -1.10 -5.10 -6.72
N 4.168 -4.685 -2.445 1.51 6.17 7.79
H 2.456 -4.772 0.236 0.06 0.14 0.03
H 2.428 -4.498 1.977 0.02 0.17 -0.32
H 2.037 -3.167 0.871 0.06 -0.12 -0.06
H 4.770 -4.530 1.159 -0.04 0.26 -0.06
H 4.348 -2.957 1.835 0.10 0.02 -0.15
H 5.626 -2.670 -0.265 -0.13 -0.09 -0.24
H 3.981 -2.041 -0.466 0.01 -0.19 -0.17
C 0.094 5.265 -0.080 -0.07 -0.03 0.02
C 1.119 6.390 -0.165 -0.41 -0.11 -0.26
C 2.041 6.448 1.055 -0.75 0.31 0.73
C 1.217 6.688 2.310 -4.32 1.35 7.17
N 0.534 6.886 3.351 5.42 -1.40 -8.37
H -0.583 5.397 0.770 0.12 0.03 -0.02
H -0.523 5.244 -0.984 0.17 -0.08 0.19
H 0.587 4.291 0.019 -0.17 0.20 -0.05
H 0.590 7.345 -0.277 0.21 -0.06 0.05
H 1.727 6.251 -1.066 0.03 0.05 0.17
H 2.766 7.261 0.940 -0.11 -0.07 0.26
H 2.597 5.511 1.162 -0.17 0.10 0.15
C 0.667 4.034 4.929 -0.11 0.21 0.01
C 0.151 3.606 6.299 -0.08 0.22 -0.26
C 0.475 2.147 6.627 -0.64 -0.42 -0.81
C -0.173 1.234 5.600 -3.49 -5.34 -5.56
N -0.711 0.476 4.747 4.26 6.04 6.77
H 0.200 3.460 4.123 0.08 -0.01 0.12
H 0.439 5.090 4.750 0.11 -0.29 0.05
H 1.753 3.904 4.861 -0.09 0.00 -0.02
H -0.934 3.763 6.334 0.16 -0.06 0.08
H 0.595 4.252 7.064 -0.05 -0.17 0.03
H 0.097 1.893 7.623 0.03 -0.19 -0.21
H 1.558 1.983 6.623 -0.30 -0.13 -0.09
C 2.481 -4.972 6.730 -0.13 -0.02 0.06
C 3.952 -4.569 6.711 -0.21 -0.25 0.27
C 4.364 -3.884 5.407 -0.15 -0.84 -0.71
C 4.146 -4.831 4.238 -1.07 -5.16 -6.65
N 3.964 -5.617 3.269 1.58 6.03 8.07
H 2.253 -5.705 5.950 0.05 0.14 0.04
H 2.225 -5.431 7.691 0.01 0.10 -0.12
H 1.833 -4.100 6.585 0.07 -0.15 0.01
H 4.567 -5.463 6.873 0.01 0.20 -0.07
H 4.145 -3.890 7.549 0.08 0.00 -0.18
H 5.422 -3.603 5.449 -0.14 -0.09 -0.22
H 3.777 -2.973 5.248 0.02 -0.18 -0.13
C 5.149 4.081 5.695 -0.02 0.10 -0.09
C 5.862 3.726 6.996 -0.16 0.38 -0.14
C 6.016 2.217 7.198 -1.06 -0.25 0.14
C 4.644 1.563 7.246 -7.51 -3.94 0.31
N 3.507 1.020 7.286 9.16 4.30 -0.27
H 4.125 3.694 5.676 0.14 -0.01 0.00
H 5.088 5.168 5.580 0.02 -0.16 -0.02
H 5.687 3.676 4.830 -0.10 0.06 0.09
H 5.303 4.158 7.836 0.16 -0.15 -0.05
H 6.854 4.190 6.996 -0.06 -0.17 0.09
H 6.543 2.015 8.136 -0.21 -0.15 -0.12
H 6.596 1.777 6.380 -0.22 -0.05 0.09
```
Forces are in eV/Å.

Molecular weight = 730.74 g/mol
Charge = -1

Mulliken population analysis, charges in e, atoms 1 to 4:
1 N -0.749
2 B 0.864
3 O -0.659
4 P 1.536


# 2
# C34H66BClF6IN7O11S

A molecular structure, C34H66BClF6IN7O11S (ωB97M-V/def2-TZVPD, the OMol25 dataset).

```
128
Properties=species:S:1:pos:R:3:forces:R:3
C 3.768 -5.820 -0.061 -0.19 -1.02 -0.36
C 2.294 -5.786 -0.558 -0.07 -0.10 0.13
B 1.361 -4.723 0.171 0.67 0.84 0.74
O 1.850 -4.039 1.280 -0.75 -0.93 -0.28
C -0.173 -4.399 -0.267 0.53 -0.84 -0.10
I -1.226 -4.338 1.663 -0.15 0.32 -0.26
N -0.689 -5.598 -1.003 -1.01 1.23 -0.06
Cl -0.911 -7.015 -0.067 0.43 -0.29 -0.50
C -0.373 -3.098 -1.130 1.87 -0.18 1.92
C 0.019 -1.873 -0.242 -0.54 0.91 -0.26
C -0.089 -0.505 -0.992 0.25 0.44 1.22
N 1.222 0.192 -1.135 -1.46 0.22 -0.82
C 1.181 1.225 -2.195 1.74 0.20 0.00
C 2.433 1.033 -3.122 -0.91 0.74 0.20
C 1.621 0.721 0.147 -0.80 1.34 -0.08
C 0.922 1.918 0.823 -0.57 -0.51 -0.79
O 2.499 0.196 0.738 1.55 -1.21 0.85
C 0.654 -3.164 -2.296 -0.09 0.50 -1.45
N 1.943 -2.473 -2.056 0.19 -1.01 -0.65
C 3.081 -3.212 -2.659 0.24 1.04 0.04
O -1.765 -2.945 -1.388 0.49 0.60 -0.96
C -2.457 -3.039 -2.572 -2.73 -1.87 1.09
C -2.352 -4.338 -3.446 0.82 0.06 -1.26
C -1.230 -4.477 -4.496 -0.54 -1.01 -0.48
F -0.380 -5.542 -4.093 0.26 0.68 -0.02
C -3.987 -3.151 -2.058 0.27 0.70 1.05
C -4.096 -3.508 -0.553 -1.83 -0.42 -0.65
C -5.649 -3.636 -0.249 0.87 0.62 0.65
C -6.129 -2.494 0.673 -0.18 0.18 -0.28
O -7.326 -1.861 0.122 0.96 0.49 0.47
C -7.647 -0.846 0.997 0.70 -0.28 -1.01
O -8.573 -0.957 1.700 -1.98 0.14 1.42
S -2.522 -1.614 -3.743 1.57 -0.77 -4.04
O -1.252 -1.141 -4.259 0.51 0.44 1.98
O -3.270 -2.099 -4.881 -1.36 -0.28 1.00
C -3.445 -0.086 -3.216 -0.63 0.71 0.75
F -2.993 0.901 -3.988 0.76 0.06 -0.21
F -4.732 -0.191 -3.538 -0.35 -0.87 0.15
C -3.360 0.412 -1.726 -1.24 1.37 -0.45
F -4.523 1.019 -1.446 -0.48 -0.08 -0.01
F -2.460 1.376 -1.648 0.86 -0.32 0.33
F -3.195 -0.506 -0.809 0.65 -0.69 0.12
H 3.937 -5.358 0.912 -0.04 0.13 -0.38
H 4.054 -6.881 0.057 0.02 0.39 -0.01
H 4.488 -5.424 -0.794 -0.31 0.18 0.34
H 2.233 -5.604 -1.648 0.07 -0.17 0.32
H 1.880 -6.803 -0.421 -0.11 0.42 -0.10
H 2.223 -4.682 1.904 0.56 0.53 -0.21
H -0.145 -5.791 -1.842 0.12 -0.30 0.32
H 1.029 -1.942 0.177 -0.21 -0.27 -0.29
H -0.663 -1.782 0.617 0.08 -0.47 -0.39
H -0.694 0.179 -0.361 -0.20 -0.56 -0.33
H -0.607 -0.556 -1.958 0.51 -0.16 0.10
H 1.312 2.231 -1.762 -0.39 -0.33 -0.14
H 0.261 1.212 -2.796 0.15 -0.14 0.33
H 2.683 2.036 -3.510 0.05 -0.48 -0.20
H 3.285 0.680 -2.526 -0.30 -0.06 -0.23
H 2.184 0.360 -3.955 0.37 0.07 0.22
H 0.638 2.705 0.105 0.29 -0.12 0.35
H -0.041 1.526 1.204 0.37 0.20 0.10
H 1.512 2.301 1.671 -0.36 -0.34 -0.79
H 0.208 -2.668 -3.174 -0.16 -0.25 0.31
H 0.912 -4.176 -2.638 -0.51 0.14 0.36
H 1.926 -1.614 -2.594 -0.24 0.21 0.70
H 2.816 -3.736 -3.595 0.12 -0.18 0.41
H 3.588 -3.840 -1.919 -0.30 -0.14 -0.35
H 3.811 -2.434 -2.948 -0.13 -0.38 0.11
H -2.315 -5.233 -2.805 0.22 0.66 0.29
H -3.269 -4.491 -4.028 0.12 0.62 0.35
H -0.670 -3.576 -4.764 0.15 -0.24 0.50
H -1.648 -4.846 -5.447 -0.06 0.20 0.37
H -4.550 -2.212 -2.180 0.18 -0.27 -0.21
H -4.549 -3.931 -2.579 0.35 0.34 -0.26
H -3.677 -4.507 -0.388 0.44 0.54 0.19
H -3.722 -2.734 0.119 0.53 -0.49 -0.24
H -5.801 -4.578 0.294 -0.27 0.14 -0.49
H -6.216 -3.589 -1.188 -0.09 -0.25 0.39
H -6.395 -2.844 1.684 0.18 -0.07 -0.35
H -5.372 -1.696 0.796 -0.06 -0.37 -0.14
H -7.024 0.069 1.056 0.38 -0.44 -0.58
C 6.311 -2.675 0.699 -0.10 -0.02 0.00
C 6.617 -4.001 1.351 -0.14 -0.09 0.12
O 5.745 -4.682 1.867 0.21 0.08 0.17
N 7.909 -4.427 1.349 -0.17 0.20 -0.11
C 9.072 -3.765 0.791 0.00 -0.46 0.24
H 5.245 -2.475 0.780 0.03 -0.08 0.05
H 6.853 -1.871 1.199 0.04 0.03 -0.14
H 6.579 -2.702 -0.359 0.09 0.12 0.03
H 8.038 -5.319 1.802 0.01 0.03 -0.01
H 9.525 -4.416 0.041 0.11 0.17 -0.07
H 9.798 -3.592 1.588 0.10 0.14 -0.13
H 8.813 -2.817 0.332 -0.07 -0.04 0.03
C -1.204 3.730 -2.594 0.05 0.11 -0.01
C -0.053 4.526 -3.156 0.27 0.13 0.08
O 0.996 4.668 -2.547 -0.07 -0.06 0.01
N -0.216 5.092 -4.382 -0.16 -0.17 0.20
C -1.377 5.036 -5.250 0.44 0.25 -0.11
H -0.925 3.343 -1.618 0.09 0.09 -0.06
H -2.084 4.365 -2.477 -0.07 -0.10 -0.09
H -1.434 2.890 -3.248 -0.14 0.08 -0.02
H 0.591 5.609 -4.696 -0.03 -0.02 0.00
H -1.087 4.584 -6.201 -0.21 -0.03 -0.04
H -1.730 6.052 -5.438 -0.19 -0.09 -0.07
H -2.181 4.454 -4.810 0.07 0.00 0.04
C -0.410 5.131 3.811 -0.05 -0.12 -0.03
C 0.989 4.575 3.774 0.14 -0.22 -0.13
O 1.266 3.550 3.163 -0.09 0.35 0.42
N 1.958 5.248 4.446 -0.25 0.04 -0.04
C 1.838 6.469 5.222 0.41 -0.20 -0.24
H -1.065 4.486 3.230 0.15 -0.05 -0.04
H -0.776 5.166 4.837 -0.01 0.23 -0.04
H -0.431 6.130 3.375 -0.07 0.06 0.17
H 2.866 4.816 4.375 -0.03 0.02 0.00
H 2.502 7.222 4.788 -0.05 0.13 0.14
H 2.157 6.261 6.246 -0.11 0.20 0.07
H 0.820 6.851 5.235 0.06 -0.20 0.00
C -2.811 8.482 7.036 -0.04 -0.03 -0.04
C -1.407 7.931 7.005 0.14 -0.19 -0.06
O -1.126 6.907 6.396 -0.17 0.13 0.10
N -0.445 8.610 7.681 -0.30 0.00 -0.10
C -0.581 9.831 8.455 0.44 -0.24 -0.06
H -3.459 7.833 6.454 0.12 -0.05 0.00
H -3.182 8.516 8.061 -0.02 0.14 -0.03
H -2.835 9.481 6.599 -0.06 0.04 0.13
H 0.467 8.185 7.618 -0.02 0.03 0.04
H 0.074 10.593 8.030 -0.11 0.14 0.11
H -0.271 9.635 9.483 -0.10 0.18 0.05
H -1.603 10.196 8.453 0.01 -0.07 -0.04
```
Forces are in eV/Å.

Molecular weight = 1068.16 g/mol
Charge = 0

Mulliken population analysis, charges in e, atoms 1 to 4:
1 C -1.426
2 C -0.190
3 B 1.666
4 O -0.669


Number 1: orbital gap 4.21 eV, largest force on an atom 10.20 eV/A. Number 2: orbital gap 8.61 eV, largest force on an atom 4.40 eV/A.